Model 1:
Computed, not measured: a 9-piece molecular cluster, C42H109N7O16 overall, with ωB97M-V/def2-TZVPD.

Element x y z (Å)
1 C -19.97756 -10.84301 -12.61796
2 O -18.80406 -10.58451 -13.36575
3 C -18.67628 -11.29487 -14.57585
4 C -17.34842 -10.92907 -15.20910
5 N -16.20962 -11.27128 -14.34753
6 C -14.97216 -10.61934 -14.73534
7 C -14.94218 -9.12295 -14.39257
8 O -13.64745 -8.63132 -14.60913
9 C -13.55256 -7.23086 -14.51711
10 H -20.34322 -11.87387 -12.59832
11 H -20.79068 -10.15374 -12.85104
12 H -19.63533 -10.67316 -11.59139
13 H -19.52000 -11.12616 -15.26160
14 H -18.72895 -12.37708 -14.36628
15 H -17.28742 -9.84676 -15.35663
16 H -17.34110 -11.48635 -16.14710
17 H -16.47149 -11.00718 -13.40387
18 H -14.87861 -10.70836 -15.82240
19 H -14.09042 -11.11386 -14.32769
20 H -15.29662 -9.01600 -13.35695
21 H -15.63925 -8.55449 -15.02408
22 H -13.88146 -6.84194 -15.49149
23 H -12.54104 -6.85841 -14.35950
24 H -14.16152 -6.79301 -13.72026
25 C -20.36516 -8.52169 -21.28591
26 O -20.10709 -9.83136 -21.70830
27 C -21.18750 -10.70197 -21.39986
28 C -21.08808 -11.88739 -22.32269
29 N -21.20600 -11.43059 -23.69789
30 C -21.04112 -12.45499 -24.72237
31 C -22.19523 -13.43477 -24.78338
32 O -22.04006 -14.53988 -23.93024
33 C -23.20026 -15.31695 -23.85962
34 H -21.20748 -8.06197 -21.81336
35 H -19.45900 -7.93591 -21.44612
36 H -20.57825 -8.35206 -20.21892
37 H -22.14184 -10.20410 -21.61665
38 H -21.13673 -10.92349 -20.32603
39 H -21.88398 -12.60175 -22.09931
40 H -20.13318 -12.42258 -22.23637
41 H -20.51347 -10.71527 -23.88395
42 H -20.09151 -13.00444 -24.76720
43 H -21.08698 -11.90052 -25.66356
44 H -22.35262 -13.78011 -25.81968
45 H -23.16092 -12.93067 -24.61659
46 H -23.07273 -16.19082 -23.22344
47 H -23.56751 -15.63539 -24.84171
48 H -23.99882 -14.72834 -23.38071
49 C -26.57690 -3.67444 -19.89015
50 O -25.71753 -4.62251 -20.47191
51 C -26.37632 -5.46853 -21.39357
52 C -25.57863 -6.72240 -21.70651
53 N -25.46071 -7.57500 -20.51568
54 C -24.34318 -8.50059 -20.68318
55 C -24.08844 -9.23901 -19.39117
56 O -23.42207 -8.39704 -18.47624
57 C -23.13930 -9.02774 -17.25205
58 H -26.00624 -2.98054 -19.28042
59 H -27.30612 -4.21298 -19.27240
60 H -27.15491 -3.10425 -20.62722
61 H -26.44582 -4.88469 -22.32192
62 H -27.37901 -5.73138 -21.03965
63 H -24.59528 -6.41893 -22.08393
64 H -26.11294 -7.26139 -22.48875
65 H -25.22203 -7.01268 -19.70287
66 H -23.36884 -8.04637 -20.92238
67 H -24.53181 -9.19948 -21.50221
68 H -23.48729 -10.14767 -19.55144
69 H -25.01357 -9.66442 -18.97950
70 H -24.02898 -9.54321 -16.86957
71 H -22.79812 -8.27073 -16.54481
72 H -22.31214 -9.74092 -17.38697
73 C -19.80040 -7.94507 -14.95093
74 O -19.19670 -6.71510 -15.19691
75 C -19.17743 -5.80129 -14.13194
76 C -20.53828 -5.12935 -13.92486
77 N -20.86129 -4.30094 -15.06999
78 C -22.20357 -3.71351 -14.96790
79 C -22.50438 -2.91988 -16.22085
80 O -22.62459 -3.78314 -17.32393
81 C -23.12808 -3.13210 -18.44793
82 H -19.17976 -8.54178 -14.26070
83 H -19.85772 -8.58159 -15.83538
84 H -20.78986 -7.94120 -14.47643
85 H -18.36916 -5.08404 -14.25121
86 H -18.94902 -6.34622 -13.20451
87 H -20.47156 -4.48312 -13.04335
88 H -21.30218 -5.87844 -13.67084
89 H -20.76695 -4.83497 -15.92589
90 H -22.25827 -3.06281 -14.09520
91 H -22.93569 -4.51858 -14.83435
92 H -21.81720 -2.07988 -16.36273
93 H -23.47798 -2.43615 -16.04240
94 H -22.46854 -2.31273 -18.76817
95 H -24.11624 -2.67183 -18.31554
96 H -23.22506 -3.77100 -19.32592
97 C -15.13196 -8.90447 -23.24777
98 O -15.84586 -7.86874 -22.56841
99 C -15.84938 -8.09645 -21.17241
100 C -16.47883 -6.83799 -20.52138
101 N -16.04922 -6.75322 -19.11782
102 C -16.75997 -5.64957 -18.44715
103 C -18.23044 -5.86631 -18.16342
104 O -19.07974 -5.64707 -19.26735
105 C -20.43639 -5.71080 -18.84762
106 H -14.86415 -8.46423 -24.20347
107 H -15.75049 -9.80118 -23.34617
108 H -14.25779 -9.22271 -22.67326
109 H -14.82732 -8.19421 -20.79261
110 H -16.45539 -8.95248 -20.86689
111 H -17.55395 -6.93952 -20.65326
112 H -16.19687 -5.94642 -21.09131
113 H -15.07866 -6.45853 -19.14848
114 H -16.63147 -4.73882 -19.05934
115 H -16.22817 -5.31220 -17.55358
116 H -18.50317 -5.25086 -17.30142
117 H -18.34702 -6.90524 -17.82468
118 H -20.62271 -6.64020 -18.30012
119 H -21.02464 -5.63565 -19.76138
120 H -20.67959 -4.84629 -18.22008
121 C -20.98540 -13.28079 -17.62926
122 O -21.80094 -14.25536 -18.22386
123 C -22.17545 -13.92082 -19.55423
124 C -22.88371 -15.13946 -20.11909
125 N -24.19095 -15.36151 -19.45277
126 C -25.12918 -16.03383 -20.32665
127 C -24.77616 -17.46437 -20.71760
128 O -24.45090 -18.14627 -19.51726
129 C -24.08573 -19.47733 -19.71371
130 H -21.51568 -12.33637 -17.46924
131 H -20.07643 -13.06797 -18.20964
132 H -20.61438 -13.69314 -16.68922
133 H -21.24906 -13.88787 -20.15125
134 H -22.71208 -12.96830 -19.55230
135 H -22.27648 -16.03384 -19.95387
136 H -22.96066 -14.95912 -21.19523
137 H -23.94935 -15.96095 -18.67264
138 H -25.29319 -15.42575 -21.22111
139 H -26.12099 -16.05073 -19.85963
140 H -23.91161 -17.44662 -21.38896
141 H -25.65505 -17.93062 -21.17040
142 H -23.96327 -19.97253 -18.75050
143 H -23.10672 -19.60616 -20.19730
144 H -24.77918 -20.07169 -20.31807
145 C -17.02434 -17.32820 -14.08224
146 O -16.27607 -16.40980 -14.85337
147 C -17.09883 -15.36759 -15.34221
148 C -16.37019 -14.30489 -16.10037
149 N -15.85871 -14.82446 -17.36258
150 C -15.61327 -13.81557 -18.37619
151 C -16.93462 -13.18567 -18.85362
152 O -16.70528 -12.68658 -20.14710
153 C -17.88164 -12.19141 -20.73252
154 H -16.25952 -17.97194 -13.65658
155 H -17.79898 -17.86166 -14.64186
156 H -17.57403 -16.81561 -13.28265
157 H -17.68477 -14.89500 -14.53464
158 H -17.91842 -15.80684 -15.92988
159 H -15.60856 -13.78154 -15.51065
160 H -17.14570 -13.58071 -16.35964
161 H -15.08592 -15.45435 -17.20453
162 H -15.11268 -14.21698 -19.25659
163 H -14.92567 -13.03349 -18.01637
164 H -17.25646 -12.36300 -18.20157
165 H -17.70366 -13.96895 -18.84948
166 H -17.74306 -11.74998 -21.71720
167 H -18.30523 -11.40344 -20.09219
168 H -18.63815 -12.98546 -20.78481
169 O -17.01996 -9.25651 -18.14808
170 H -16.15243 -9.67291 -18.11075
171 H -16.84105 -8.34313 -18.47393
172 O -19.72212 -10.04956 -17.78855
173 H -19.86869 -9.83382 -18.71669
174 H -18.80657 -9.77336 -17.61607

Output
Orbital gap (eV): 8.9882
Lowest unoccupied orbital energy (Ha): 0.024
SMILES string: COCCNCCOC.COCCNCCOC.COCCNCCOC.COCCNCCOC.COCCNCCOC.COCCNCCOC.COCCNCCOC.O.O
Charge: 0
Multiplicity: 1

Atom charges from the Mulliken analysis, given in e for atoms 1 to 5:
1 C -0.808
2 O -0.422
3 C -0.556
4 C 1.522
5 N -0.344

Model 2:
Computed, not measured: a 9-piece molecular cluster, C42H109N7O16 overall, with ωB97M-V/def2-TZVPD.

Element x y z (Å)
1 C 4.88636 15.80653 -16.06458
2 O 5.16629 14.60337 -15.35041
3 C 5.54028 13.61037 -16.40049
4 C 5.82272 12.27947 -15.63130
5 N 7.01317 12.46631 -14.80692
6 C 7.33044 11.28644 -13.91354
7 C 8.83746 11.32789 -13.46620
8 O 9.09344 12.22790 -12.39475
9 C 10.32023 12.20400 -11.68840
10 H 5.85775 16.19623 -16.36893
11 H 4.28710 16.52670 -15.50747
12 H 4.37803 15.69753 -17.02262
13 H 6.52274 13.81606 -16.82544
14 H 4.85329 13.53395 -17.24328
15 H 5.93770 11.54580 -16.42917
16 H 4.93610 12.11364 -15.01933
17 H 6.72032 13.26880 -14.26809
18 H 7.15765 10.29533 -14.33299
19 H 6.66440 11.47453 -13.07146
20 H 9.40139 11.76138 -14.29213
21 H 9.35110 10.42082 -13.14766
22 H 10.43904 13.18167 -11.22135
23 H 11.20089 11.94710 -12.27706
24 H 10.23645 11.46707 -10.88964
25 C -0.40799 10.77114 -15.57754
26 O -0.36334 9.84452 -16.68291
27 C -1.51340 8.99261 -16.84421
28 C -1.45661 7.96891 -18.01993
29 N -0.70435 6.78201 -17.66936
30 C 0.48108 6.86097 -16.93133
31 C 1.69820 6.89580 -17.87819
32 O 1.61464 5.78070 -18.77834
33 C 2.80459 5.70686 -19.54020
34 H 0.28920 11.59356 -15.73775
35 H -0.25891 10.21359 -14.65288
36 H -1.37638 11.22771 -15.37296
37 H -2.27892 9.74133 -17.04786
38 H -1.66472 8.40848 -15.93648
39 H -1.18686 8.58855 -18.87515
40 H -2.45979 7.69747 -18.34864
41 H -0.40473 6.32986 -18.52136
42 H 0.55640 5.90780 -16.40797
43 H 0.48787 7.64465 -16.17377
44 H 2.57820 6.82020 -17.23944
45 H 1.64830 7.85953 -18.38498
46 H 3.66429 5.44459 -18.92357
47 H 2.81097 6.51694 -20.26948
48 H 2.74611 4.87051 -20.23675
49 C -7.85413 17.73673 -20.00692
50 O -8.14234 16.62286 -19.21160
51 C -9.55151 16.54510 -18.91359
52 C -9.68600 15.32764 -17.97002
53 N -9.28770 15.71592 -16.57378
54 C -8.93291 14.58259 -15.65996
55 C -7.71233 13.75003 -15.93851
56 O -6.58952 14.50546 -15.40989
57 C -5.93869 15.49372 -16.19797
58 H -8.06490 18.67189 -19.48812
59 H -8.27682 17.59767 -21.00196
60 H -6.76602 17.79888 -20.02264
61 H -10.05571 16.24572 -19.83242
62 H -9.88975 17.54582 -18.64480
63 H -9.26984 14.38732 -18.33155
64 H -10.73738 15.07176 -18.10121
65 H -8.35787 16.10208 -16.65391
66 H -9.80456 13.92835 -15.67696
67 H -8.88958 14.96197 -14.63904
68 H -7.64902 13.57967 -17.01326
69 H -7.94789 12.80556 -15.44802
70 H -4.94940 15.67760 -15.77895
71 H -6.49914 16.41660 -16.04863
72 H -5.67095 15.24910 -17.22587
73 C -0.11971 0.29174 -10.65708
74 O 0.33183 1.48860 -10.03369
75 C 1.78099 1.62935 -9.82907
76 C 2.00952 2.99771 -10.63653
77 N 1.41569 4.14234 -9.98356
78 C 1.67733 5.31741 -10.78157
79 C 1.50401 6.52747 -9.90203
80 O 1.77015 7.55657 -10.74047
81 C 2.16365 8.84352 -10.11786
82 H 0.39459 0.22546 -11.61584
83 H -1.15525 0.23004 -10.99165
84 H -0.13914 -0.61504 -10.05254
85 H 2.46967 0.88592 -10.23050
86 H 1.98975 1.64799 -8.75941
87 H 1.67197 2.88188 -11.66646
88 H 3.09004 3.06697 -10.76216
89 H 1.81758 4.21918 -9.06016
90 H 1.03590 5.27047 -11.66161
91 H 2.70220 5.19260 -11.13110
92 H 2.29246 6.53780 -9.14948
93 H 0.54664 6.66746 -9.40006
94 H 1.41391 9.24534 -9.43628
95 H 2.28877 9.55837 -10.93115
96 H 3.03321 8.67747 -9.48195
97 C 7.24532 18.58590 -3.58669
98 O 7.16290 19.85921 -4.16186
99 C 7.64988 20.74665 -3.15838
100 C 7.58447 22.25593 -3.49877
101 N 6.16818 22.69344 -3.52337
102 C 5.88502 23.97460 -4.20872
103 C 5.92303 23.87166 -5.77392
104 O 4.80958 23.08641 -6.31162
105 C 3.55458 23.73840 -6.26365
106 H 6.44704 18.65537 -2.84775
107 H 8.22127 18.19811 -3.29472
108 H 6.89659 17.84137 -4.30235
109 H 8.68718 20.44252 -3.01834
110 H 7.12628 20.60867 -2.21238
111 H 7.81748 22.27728 -4.56336
112 H 8.27589 22.85175 -2.90293
113 H 5.66089 21.89808 -3.88415
114 H 6.61116 24.72541 -3.89708
115 H 4.95381 24.33124 -3.76854
116 H 6.84981 23.36166 -6.03671
117 H 5.86278 24.76336 -6.39789
118 H 2.85879 22.95573 -6.56600
119 H 3.50440 24.64528 -6.86626
120 H 3.25819 23.90500 -5.22803
121 C -1.00895 17.30422 -10.06014
122 O 0.33582 17.64121 -10.10525
123 C 1.09435 16.59323 -10.75078
124 C 2.58674 16.95224 -10.47617
125 N 2.80277 16.81829 -9.05166
126 C 4.07243 17.48451 -8.67315
127 C 5.23484 17.02966 -9.52541
128 O 5.34096 17.91016 -10.63808
129 C 6.77285 17.90473 -10.99329
130 H -1.45349 17.04959 -11.02225
131 H -1.43751 18.17317 -9.56079
132 H -1.31199 16.41630 -9.50529
133 H 0.95698 16.61158 -11.83193
134 H 0.81692 15.64479 -10.29081
135 H 2.82250 17.94965 -10.84723
136 H 3.22061 16.25315 -11.02168
137 H 2.04191 17.32709 -8.62468
138 H 4.28392 17.31516 -7.61737
139 H 4.00115 18.55458 -8.86797
140 H 5.24449 15.96333 -9.75108
141 H 6.01125 17.19066 -8.77751
142 H 7.00512 18.61855 -11.78363
143 H 7.17148 16.98076 -11.41218
144 H 7.53134 18.21311 -10.27379
145 C 0.80175 21.75764 0.72455
146 O 0.81197 20.51375 0.15380
147 C -0.35058 20.12488 -0.56322
148 C 0.08839 19.08166 -1.56743
149 N -1.14506 18.53049 -2.15309
150 C -0.86755 17.59554 -3.19732
151 C 0.04820 16.39928 -2.91475
152 O -0.67570 15.43503 -2.05826
153 C -0.19339 14.05550 -1.96458
154 H 0.68629 22.58179 0.02061
155 H 1.71766 21.89832 1.29850
156 H -0.12453 21.75536 1.29911
157 H -0.91840 20.91853 -1.04882
158 H -1.07347 19.75650 0.16467
159 H 0.62182 18.25770 -1.09346
160 H 0.74092 19.49058 -2.33885
161 H -1.70652 18.21374 -1.37556
162 H -0.45851 18.07659 -4.08578
163 H -1.81875 17.08469 -3.34681
164 H 0.81491 16.53331 -2.15167
165 H 0.36035 15.85003 -3.80300
166 H -0.70248 13.80203 -1.03469
167 H 0.88096 13.87150 -1.95879
168 H -0.61247 13.46394 -2.77854
169 O 6.57713 23.03301 -11.53751
170 H 5.86308 23.09766 -10.90334
171 H 6.65425 22.09603 -11.71738
172 O 9.83966 15.99338 -17.08364
173 H 10.68200 15.63909 -17.36858
174 H 9.72320 15.65181 -16.19707

Output
Orbital gap (eV): 8.6555
Lowest unoccupied orbital energy (Ha): 0.012
SMILES string: COCCNCCOC.COCCNCCOC.COCCNCCOC.COCCNCCOC.COCCNCCOC.COCCNCCOC.COCCNCCOC.O.O
Charge: 0
Multiplicity: 1

Atom charges from the Mulliken analysis, given in e for atoms 1 to 5:
1 C -0.757
2 O -0.275
3 C -0.656
4 C -0.683
5 N -0.313

Among the structures above, stability is greatest for model 1.